Density functional theory data (the ωB97M-V functional and the def2-TZVPD basis) for a 2-piece molecular cluster, C21H27N4 overall at a distorted geometry.

Results
lowest unoccupied orbital energy = -4.19 eV
gap between HOMO and LUMO = 6.539 eV
HOMO energy = -10.7273 eV
relative energy (zero: lowest compared OMol25 entry of this formula, charge and spin) = 1.416 eV
charge = +1

Geometry (Å):
C1 -4.272 -0.061 0.844
C2 -3.641 -1.270 1.161
C3 -2.356 -1.268 1.703
C4 -1.733 -0.045 1.957
C5 -0.373 -0.006 2.604
N1 0.686 0.250 1.720
C6 1.940 0.044 1.644
N2 2.625 0.063 0.447
C7 4.056 0.015 0.593
C8 4.245 -0.056 2.090
N3 2.904 -0.138 2.613
C9 -2.325 1.162 1.602
C10 -3.608 1.154 1.055
H1 -5.284 -0.064 0.430
H2 -4.140 -2.220 0.987
H3 -1.824 -2.199 1.920
H4 -0.419 0.822 3.336
H5 -0.216 -0.980 3.080
H6 2.124 0.145 -0.428
H7 4.466 -0.864 0.085
H8 4.515 0.913 0.163
H9 4.829 -0.935 2.365
H10 4.759 0.839 2.451
H11 2.691 -0.087 3.606
H12 -1.759 2.088 1.738
H13 -4.077 2.101 0.799
C11 -0.764 1.431 8.549
C12 0.051 2.542 7.862
C13 0.564 1.967 6.534
N4 -0.260 0.771 6.305
C14 -0.070 -0.031 5.277
C15 -0.855 -1.261 5.200
C16 -2.273 -1.212 5.283
C17 -3.008 -2.395 5.254
C18 -2.365 -3.625 5.078
C19 -0.978 -3.667 4.909
C20 -0.219 -2.501 4.962
C21 -1.082 0.397 7.460
H14 -0.202 0.952 9.357
H15 -1.700 1.815 8.956
H16 -0.623 3.378 7.655
H17 0.869 2.889 8.492
H18 0.484 2.691 5.710
H19 1.621 1.676 6.627
H20 0.850 0.142 4.701
H21 -2.785 -0.253 5.406
H22 -4.092 -2.349 5.386
H23 -2.947 -4.545 5.054
H24 -0.471 -4.623 4.746
H25 0.875 -2.523 4.868
H26 -0.879 -0.637 7.782
H27 -2.150 0.457 7.210

Forces on atoms 1 to 3 (eV/Å):
C 0.080 -0.004 0.125
C 0.014 0.136 -0.066
C -0.157 0.445 0.041

Atom charges from the Löwdin analysis, given in e for atoms 1 to 4: number 1, C, carries -0.08; number 2, C, carries -0.08; number 3, C, carries -0.04; number 4, C, carries -0.22